<a>
ORCA calculation (ωB97M-V with the def2-TZVPD basis set) on 12 unconnected molecules or ions with the total composition C36H84N12O12.

The geometry in XYZ format:
```
144
Properties=species:S:1:pos:R:3:lowdin_charge:R:1
C 1.324 5.936 3.051 -0.099
N 0.771 4.648 3.192 0.012
C -0.571 4.371 3.189 -0.501
C -0.877 2.931 3.221 -0.011
O -1.458 5.213 2.994 0.002
H 2.023 6.273 3.910 0.108
H 0.497 6.630 3.091 0.067
H 1.762 6.064 2.040 0.085
H 1.325 3.824 3.111 0.089
H -1.964 2.798 3.205 0.079
H -0.477 2.529 4.136 0.085
H -0.380 2.397 2.444 0.032
C -1.618 -5.819 5.570 -0.083
N -1.650 -4.459 5.968 -0.020
C -1.056 -3.508 5.285 -0.526
C -1.323 -2.052 5.691 0.010
O -0.219 -3.819 4.392 -0.017
H -0.589 -6.280 5.623 0.105
H -1.854 -5.832 4.498 0.077
H -2.362 -6.366 6.156 0.091
H -2.372 -4.181 6.676 0.171
H -2.401 -1.854 5.506 0.097
H -0.664 -1.304 5.272 0.060
H -1.105 -1.896 6.726 0.068
C -0.619 -0.563 1.558 -0.071
N -1.092 0.362 0.577 0.018
C -1.795 0.036 -0.564 -0.530
C -2.031 1.160 -1.542 0.033
O -2.182 -1.102 -0.665 0.028
H -1.153 -0.669 2.455 0.060
H 0.375 -0.161 1.705 0.065
H -0.493 -1.565 1.117 0.087
H -0.617 1.286 0.584 0.085
H -1.876 0.771 -2.543 0.070
H -1.340 2.010 -1.404 0.061
H -3.050 1.601 -1.468 0.092
C -2.916 -1.073 -4.383 -0.083
N -3.952 -0.528 -3.581 0.010
C -4.330 0.754 -3.806 -0.604
C -5.338 1.391 -2.960 -0.004
O -3.757 1.392 -4.646 0.049
H -2.759 -2.117 -4.024 0.097
H -2.007 -0.509 -4.153 0.063
H -3.155 -1.157 -5.441 0.093
H -4.142 -0.913 -2.696 0.109
H -6.279 1.566 -3.553 0.110
H -5.045 2.411 -2.732 0.069
H -5.583 0.855 -2.032 0.089
C -2.193 -5.139 1.014 -0.076
N -0.714 -5.059 1.029 0.014
C 0.175 -5.230 -0.006 -0.517
C -0.447 -5.819 -1.260 -0.010
O 1.393 -5.033 0.161 -0.008
H -2.459 -6.120 0.605 0.077
H -2.640 -4.405 0.345 0.076
H -2.608 -4.945 2.010 0.077
H -0.424 -4.714 1.964 0.120
H -0.653 -6.861 -0.987 0.084
H 0.306 -5.785 -2.128 0.112
H -1.409 -5.345 -1.522 0.076
C -2.403 4.730 -3.903 -0.098
N -2.447 3.986 -5.104 0.001
C -1.303 3.423 -5.592 -0.508
C -1.431 2.649 -6.876 0.008
O -0.262 3.590 -4.954 0.005
H -3.259 5.421 -3.889 0.094
H -1.404 5.151 -3.757 0.059
H -2.568 4.147 -2.953 0.087
H -3.297 3.483 -5.306 0.108
H -2.472 2.502 -7.147 0.069
H -0.976 1.639 -6.823 0.090
H -1.087 3.245 -7.715 0.081
C -3.775 6.855 0.097 -0.095
N -3.511 5.639 0.780 0.002
C -4.056 4.503 0.305 -0.610
C -3.920 3.383 1.225 -0.014
O -4.661 4.390 -0.744 0.031
H -4.875 6.915 -0.115 0.099
H -3.301 6.856 -0.876 0.064
H -3.463 7.790 0.600 0.093
H -3.096 5.542 1.731 0.117
H -2.926 2.884 1.054 0.090
H -4.723 2.603 1.179 0.108
H -3.837 3.768 2.234 0.066
C 2.962 -1.958 -0.591 -0.022
N 4.094 -2.930 -0.803 0.066
C 4.328 -3.332 -2.048 -0.605
C 5.358 -4.351 -2.185 -0.003
O 3.787 -2.879 -3.013 0.052
H 2.885 -1.717 0.457 0.064
H 2.011 -2.345 -0.944 0.066
H 3.209 -1.098 -1.249 0.084
H 4.335 -3.461 -0.029 0.097
H 5.079 -5.320 -1.727 0.103
H 6.305 -4.033 -1.735 0.092
H 5.700 -4.444 -3.180 0.071
C 2.251 -0.481 4.342 -0.079
N 3.201 0.007 3.355 0.016
C 2.911 1.030 2.501 -0.520
C 3.737 1.401 1.312 -0.001
O 1.946 1.783 2.753 -0.020
H 1.324 -0.799 3.800 0.076
H 1.998 0.276 5.116 0.092
H 2.726 -1.308 4.861 0.073
H 3.929 -0.729 3.156 0.126
H 3.832 2.573 1.342 0.129
H 3.296 1.134 0.375 0.046
H 4.795 1.104 1.386 0.080
C 3.896 -6.193 4.504 -0.122
N 4.331 -4.862 4.598 -0.008
C 4.091 -3.969 3.570 -0.468
C 3.006 -4.410 2.641 -0.018
O 4.648 -2.832 3.564 -0.026
H 4.675 -6.771 5.041 0.103
H 3.954 -6.593 3.435 0.113
H 2.924 -6.289 4.856 0.058
H 5.157 -4.724 5.167 0.141
H 3.445 -5.081 1.931 0.076
H 2.524 -3.551 2.210 0.072
H 2.272 -4.935 3.274 0.084
C -0.218 5.358 -1.323 -0.096
N 0.264 4.111 -1.779 0.002
C 0.623 3.016 -1.035 -0.508
C 1.253 2.025 -1.948 0.005
O 0.426 2.907 0.190 0.008
H -1.295 5.305 -0.995 0.086
H -0.165 6.048 -2.167 0.075
H 0.438 5.903 -0.543 0.113
H 0.173 3.928 -2.810 0.114
H 1.060 2.220 -3.036 0.089
H 0.842 1.051 -1.813 0.064
H 2.300 1.914 -1.796 0.068
C 3.276 1.032 -4.445 -0.066
N 2.714 -0.268 -4.066 0.034
C 1.341 -0.445 -4.306 -0.532
C 0.875 -1.656 -3.550 -0.002
O 0.616 0.337 -4.874 0.044
H 3.728 1.507 -3.607 0.058
H 2.491 1.587 -4.814 0.039
H 4.039 0.977 -5.270 0.098
H 3.149 -1.055 -3.623 0.066
H 1.678 -2.354 -3.275 0.054
H 0.058 -2.212 -3.989 0.074
H 0.514 -1.271 -2.596 0.074
```

## Properties
multiplicity = 1
Kohn-Sham gap = 8.89 eV
E_LUMO = 0.20 eV



<b>
ORCA calculation (ωB97M-V with the def2-TZVPD basis set) on 12 unconnected molecules or ions with the total composition C36H84N12O12.

The geometry in XYZ format:
```
144
Properties=species:S:1:pos:R:3:lowdin_charge:R:1
C -1.785 -0.297 5.273 -0.051
N -1.743 -1.450 4.412 -0.197
C -0.852 -1.495 3.276 -0.051
C -2.810 -2.341 4.430 -0.302
O -3.864 -2.189 5.054 -0.009
H -0.780 -0.145 5.667 0.088
H -2.586 -0.114 5.988 0.093
H -2.046 0.465 4.537 0.086
H -0.411 -0.537 3.000 0.074
H -0.025 -2.168 3.501 0.075
H -1.445 -1.872 2.443 0.065
H -2.855 -3.222 3.772 0.129
C 5.345 1.566 1.922 -0.064
N 4.419 2.610 1.506 -0.171
C 3.400 2.815 2.453 -0.084
C 4.640 3.263 0.338 -0.308
O 3.885 4.168 -0.011 0.001
H 6.207 1.599 1.256 0.081
H 4.916 0.573 2.055 0.054
H 5.850 1.833 2.851 0.095
H 3.627 3.336 3.383 0.098
H 2.578 3.437 2.099 0.086
H 2.909 1.921 2.838 0.077
H 5.498 2.924 -0.263 0.135
C -1.101 -0.800 -4.314 -0.091
N -2.354 -1.168 -4.893 -0.178
C -2.229 -2.422 -5.765 -0.006
C -3.359 -0.234 -5.107 -0.322
O -4.256 -0.239 -5.967 -0.012
H -1.410 -0.407 -3.346 0.070
H -0.474 -0.266 -5.028 0.092
H -0.441 -1.658 -4.184 0.075
H -1.537 -2.256 -6.591 0.083
H -1.886 -3.280 -5.186 0.069
H -3.244 -2.514 -6.150 0.079
H -3.304 0.655 -4.459 0.116
C -6.203 -0.492 -2.992 -0.029
N -6.253 0.893 -2.500 -0.172
C -5.197 1.862 -2.713 -0.034
C -7.398 1.288 -1.930 -0.365
O -7.657 2.435 -1.671 0.004
H -5.147 -0.673 -3.192 0.060
H -6.876 -0.519 -3.849 0.099
H -6.458 -1.321 -2.332 0.082
H -5.551 2.767 -2.220 0.067
H -4.197 1.557 -2.405 0.069
H -5.137 1.948 -3.798 0.090
H -8.081 0.437 -1.778 0.138
C -1.091 5.353 1.565 -0.075
N -1.594 6.349 2.526 -0.164
C -3.050 6.108 2.753 -0.034
C -0.919 7.407 3.082 -0.298
O -1.398 8.100 4.009 -0.029
H -1.515 5.494 0.571 0.077
H -1.148 4.342 1.968 0.079
H -0.066 5.361 1.193 0.077
H -3.169 5.355 3.533 0.097
H -3.471 6.941 3.316 0.079
H -3.653 6.020 1.849 0.070
H 0.103 7.550 2.699 0.131
C 0.849 1.185 0.860 -0.105
N 0.041 0.513 -0.038 -0.170
C 0.554 -0.479 -0.935 -0.029
C -1.244 0.984 -0.148 -0.268
O -2.086 0.569 -0.967 -0.030
H 1.231 0.513 1.628 0.072
H 0.434 2.007 1.443 0.090
H 1.752 1.536 0.361 0.092
H 1.227 -0.005 -1.650 0.091
H 1.181 -1.260 -0.505 0.069
H -0.154 -1.020 -1.562 0.065
H -1.603 1.627 0.670 0.127
C 6.423 -1.513 0.431 -0.050
N 5.152 -2.191 0.676 -0.176
C 5.219 -3.492 1.272 -0.048
C 3.995 -1.625 0.370 -0.354
O 2.958 -2.031 0.868 -0.026
H 6.821 -1.012 1.313 0.079
H 6.259 -0.859 -0.425 0.086
H 7.212 -2.117 -0.016 0.089
H 6.086 -3.666 1.908 0.090
H 4.321 -3.810 1.802 0.087
H 5.361 -4.167 0.428 0.095
H 3.944 -0.711 -0.242 0.134
C 0.812 -4.840 0.124 -0.036
N 0.923 -4.602 -1.345 -0.173
C 2.195 -4.242 -1.823 -0.071
C -0.225 -4.751 -2.094 -0.323
O -0.338 -4.518 -3.291 0.002
H 0.548 -3.877 0.562 0.063
H 1.780 -4.939 0.615 0.083
H -0.025 -5.479 0.406 0.085
H 2.126 -3.591 -2.694 0.095
H 2.725 -3.710 -1.032 0.059
H 2.835 -5.085 -2.082 0.094
H -1.033 -5.272 -1.556 0.126
C -4.090 -4.768 0.064 -0.010
N -3.745 -3.527 -0.748 -0.148
C -2.578 -2.814 -0.290 -0.072
C -4.287 -3.349 -1.972 -0.351
O -5.205 -4.014 -2.435 0.008
H -5.148 -5.001 0.182 0.087
H -3.640 -4.661 1.051 0.068
H -3.565 -5.651 -0.301 0.078
H -2.257 -2.014 -0.957 0.067
H -2.782 -2.260 0.626 0.080
H -1.745 -3.482 -0.071 0.060
H -3.796 -2.511 -2.490 0.121
C -4.974 5.310 -0.597 -0.084
N -5.164 4.214 0.342 -0.178
C -6.415 4.277 1.147 -0.019
C -4.223 3.239 0.360 -0.403
O -4.337 2.331 1.107 0.044
H -3.929 5.621 -0.610 0.063
H -5.639 6.106 -0.262 0.089
H -5.033 5.173 -1.677 0.080
H -7.150 4.735 0.485 0.085
H -6.731 3.279 1.452 0.089
H -6.282 4.890 2.038 0.080
H -3.520 3.328 -0.482 0.133
C 6.288 1.541 -5.055 -0.087
N 5.504 0.508 -4.441 -0.192
C 5.974 -0.874 -4.684 -0.026
C 4.499 0.885 -3.581 -0.284
O 3.937 0.090 -2.807 -0.043
H 6.227 1.425 -6.137 0.090
H 7.329 1.497 -4.736 0.088
H 6.006 2.572 -4.841 0.086
H 5.272 -1.397 -4.035 0.075
H 5.770 -1.244 -5.689 0.089
H 7.021 -1.085 -4.463 0.089
H 4.362 1.971 -3.468 0.137
C 5.337 -2.023 4.834 -0.045
N 3.878 -2.027 4.742 -0.207
C 3.284 -0.934 4.158 -0.075
C 3.196 -3.095 5.255 -0.304
O 1.987 -3.273 5.144 0.013
H 5.733 -3.009 5.077 0.088
H 5.805 -1.278 5.478 0.089
H 5.695 -1.696 3.858 0.067
H 3.413 -0.110 4.859 0.104
H 3.925 -0.678 3.314 0.055
H 2.241 -1.097 3.886 0.090
H 3.951 -3.835 5.559 0.128
```

## Properties
multiplicity = 1
Kohn-Sham gap = 8.22 eV
E_LUMO = -0.27 eV



Name the least stable of them. <b>.



<a>
ORCA calculation (ωB97M-V with the def2-TZVPD basis set) on a single C13H18N2O5 molecule.

The geometry in XYZ format:
```
38
Properties=species:S:1:pos:R:3:nbo_charge:R:1
C 1.071 -2.260 2.417 -0.630
C -0.311 -2.370 1.885 0.084
O -0.968 -3.573 2.126 -0.710
C -1.119 -1.207 2.564 -0.182
N -1.648 -1.672 3.912 -0.880
C -2.403 -0.698 1.765 0.712
O -3.481 -0.549 2.270 -0.581
N -2.120 -0.373 0.427 -0.627
C -0.919 0.206 -0.012 -0.155
C -0.617 -0.115 -1.495 -0.408
C 0.622 0.370 -2.007 -0.114
C 1.807 -0.412 -2.253 -0.143
C 2.998 0.031 -2.793 -0.318
C 3.020 1.433 -3.071 0.329
O 4.109 1.947 -3.642 -0.656
C 1.976 2.309 -2.875 -0.301
C 0.802 1.752 -2.328 -0.150
C -0.934 1.661 0.174 0.789
O -1.843 2.399 -0.110 -0.595
O 0.186 2.089 0.782 -0.670
H 1.052 -2.334 3.506 0.201
H 1.443 -1.285 2.043 0.205
H 1.774 -3.010 2.015 0.223
H -0.201 -2.190 0.798 0.170
H -1.132 -3.526 3.088 0.487
H -0.396 -0.357 2.733 0.204
H -0.940 -1.378 4.559 0.368
H -2.589 -1.237 3.922 0.411
H -2.940 0.096 0.042 0.406
H -0.109 -0.218 0.537 0.226
H -1.463 0.264 -2.078 0.226
H -0.722 -1.209 -1.564 0.234
H 1.741 -1.431 -1.929 0.201
H 3.887 -0.606 -2.874 0.222
H 4.729 1.217 -3.803 0.478
H 2.222 3.360 -3.036 0.238
H -0.092 2.397 -2.288 0.211
H 0.138 3.066 0.723 0.498
```

## Properties
multiplicity = 1
Kohn-Sham gap = 9.09 eV
E_LUMO = 0.48 eV



<b>
ORCA calculation (ωB97M-V with the def2-TZVPD basis set) on a single C13H18N2O5 molecule.

The geometry in XYZ format:
```
38
Properties=species:S:1:pos:R:3:nbo_charge:R:1
C -3.112 2.061 -3.203 -0.680
C -1.574 2.346 -3.052 0.095
O -1.232 3.621 -2.530 -0.688
C -0.993 1.264 -2.170 -0.175
N -0.863 -0.083 -2.617 -0.618
C -0.511 -1.037 -1.772 0.719
O -0.736 -2.227 -1.655 -0.616
C 0.544 -0.677 -0.530 -0.113
N 0.781 0.687 -0.189 -0.881
C 0.184 -1.545 0.640 -0.464
C 1.095 -1.699 1.735 -0.057
C 0.862 -0.984 2.934 -0.182
C 1.899 -0.970 3.899 -0.266
C 2.835 -2.001 3.926 0.271
O 3.538 -2.123 5.137 -0.673
C 2.905 -2.862 2.813 -0.261
C 2.028 -2.679 1.795 -0.195
C -1.632 1.369 -0.715 0.830
O -2.105 0.433 -0.204 -0.582
O -1.527 2.614 -0.205 -0.719
H -3.508 2.997 -3.529 0.229
H -3.231 1.485 -4.092 0.222
H -3.796 1.642 -2.363 0.225
H -1.171 2.211 -4.038 0.191
H -1.873 3.731 -1.803 0.477
H 0.020 1.362 -1.872 0.237
H -1.590 -0.462 -3.273 0.395
H 1.414 -0.968 -1.100 0.180
H 1.261 1.358 -0.663 0.373
H 1.493 0.487 0.509 0.371
H 0.000 -2.564 0.195 0.272
H -0.771 -1.077 0.920 0.238
H -0.015 -0.394 2.839 0.218
H 2.042 -0.039 4.611 0.205
H 3.654 -1.223 5.409 0.472
H 3.824 -3.565 2.878 0.233
H 2.148 -3.322 0.924 0.212
H -2.288 2.833 0.411 0.504
```

## Properties
multiplicity = 1
Kohn-Sham gap = 8.72 eV
E_LUMO = 0.35 eV



Name the least stable of them. <b>.



<a>
ORCA calculation (ωB97M-V with the def2-TZVPD basis set) on 3 unconnected molecules or ions with the total composition C4H12NO2.

The geometry in XYZ format:
```
19
Properties=species:S:1:pos:R:3:nbo_charge:R:1
C 1.053 0.495 1.516 -0.679
C -0.111 -0.193 0.909 0.135
C -0.857 -1.132 1.474 -0.319
C 0.116 0.914 -1.228 0.110
N -0.565 0.256 -0.388 -0.425
H 1.023 1.555 1.342 0.236
H 1.159 0.174 2.549 0.258
H 2.010 0.191 1.072 0.259
H -1.790 -1.484 1.082 0.215
H -0.515 -1.504 2.433 0.234
H -0.249 1.123 -2.234 0.219
H 1.103 1.334 -1.108 0.245
H -1.551 0.057 -0.612 0.469
H 3.280 -0.912 -1.190 0.490
H 3.712 0.512 -1.519 0.491
O 2.935 -0.014 -1.256 -0.973
H -3.419 -1.206 -0.767 0.487
H -3.906 0.080 -1.422 0.499
O -3.428 -0.248 -0.650 -0.950
```

## Properties
multiplicity = 1
Kohn-Sham gap = 9.59 eV
total charge = +1
E_LUMO = -4.43 eV



<b>
ORCA calculation (ωB97M-V with the def2-TZVPD basis set) on 2 unconnected molecules or ions with the total composition C4H12NO2.

The geometry in XYZ format:
```
19
Properties=species:S:1:pos:R:3:nbo_charge:R:1
C -1.210 -1.293 -0.283 -0.231
C -0.561 -0.433 -1.428 -0.425
C 0.385 0.727 -1.032 -0.531
C -0.429 1.703 -0.142 0.472
O -0.831 1.420 0.959 -0.548
N -0.397 -1.168 0.970 -0.701
H -2.194 -0.901 -0.060 0.228
H -1.402 -2.346 -0.521 0.242
H -0.034 -1.187 -2.058 0.237
H -1.386 -0.148 -2.113 0.245
H 1.190 0.214 -0.496 0.240
H 0.660 1.353 -1.874 0.255
H -0.631 2.691 -0.589 0.151
H -0.125 -0.206 1.244 0.487
H 0.349 -1.870 0.951 0.435
H -0.999 -1.515 1.724 0.438
H 2.880 0.994 0.905 0.479
H 2.515 1.257 2.293 0.492
O 2.221 0.707 1.550 -0.965
```

## Properties
multiplicity = 1
Kohn-Sham gap = 11.02 eV
total charge = +1
E_LUMO = -3.15 eV



<c>
ORCA calculation (ωB97M-V with the def2-TZVPD basis set) on 2 unconnected molecules or ions with the total composition C4H12NO2.

The geometry in XYZ format:
```
19
Properties=species:S:1:pos:R:3:nbo_charge:R:1
C -0.283 -0.957 -0.977 -0.420
C 1.811 0.290 -0.988 -0.438
C 1.004 -0.524 1.155 -0.425
C -0.259 1.126 -0.110 -0.107
N 0.582 0.015 -0.170 -0.307
O -3.095 0.677 1.622 -0.297
O -2.649 0.027 0.552 -0.168
H -0.096 -2.036 -0.688 0.250
H -1.398 -0.683 -0.655 0.273
H -0.065 -0.672 -1.977 0.226
H 2.043 -0.583 -1.593 0.234
H 1.554 1.122 -1.766 0.248
H 2.779 0.549 -0.517 0.261
H 1.650 0.266 1.687 0.247
H 0.111 -0.673 1.794 0.246
H 1.584 -1.534 0.993 0.251
H -0.389 1.678 0.839 0.228
H -0.811 1.332 -1.020 0.208
H -4.073 0.579 1.819 0.490
```

## Properties
multiplicity = 1
Kohn-Sham gap (spin up / spin down) = 10.97 / 8.19 eV
total charge = +1
E_LUMO (spin up / spin down) = -4.13 / -4.89 eV



Name the least stable of them. <c>.